Entry 1:
{"formula": "C29H48Cl2GaN3O4SSi", "method": "ωB97M-V/def2-TZVPD", "gap_ev": 4.940, "homo_ha": -0.20566, "e_lumo_ev": -0.66, "symbols": ["C", "C", "H", "H", "H", "C", "C", "H", "H", "H", "H", "Ga", "Cl", "C", "O", "N", "C", "C", "H", "H", "H", "H", "H", "H", "H", "H", "H", "C", "C", "N", "H", "C", "O", "H", "H", "H", "H", "H", "H", "C", "C", "N", "H", "C", "O", "H", "H", "H", "H", "O", "C", "C", "C", "H", "C", "H", "C", "H", "C", "C", "H", "H", "H", "Si", "Cl", "C", "C", "C", "H", "H", "H", "H", "H", "H", "H", "H", "H", "S", "C", "C", "C", "C", "C", "C", "H", "H", "H", "H", "H"], "positions_angstrom": [[2.7119, -2.4887, -3.0729], [2.3487, -1.7744, -4.3420], [2.4366, -3.5527, -3.1039], [2.2070, -2.0191, -2.2262], [3.7992, -2.4531, -2.9124], [2.5272, -2.3438, -5.5472], [2.9650, -3.7513, -5.7385], [2.3979, -1.7594, -6.4600], [2.4856, -4.4589, -5.0478], [4.0544, -3.8657, -5.6474], [2.6889, -4.0125, -6.7662], [-0.3638, -0.1486, 1.3179], [1.6362, 0.5624, 1.1081], [-1.3351, 2.5021, 0.9627], [-1.6593, 1.2486, 1.0706], [-2.2195, 3.3678, 0.5195], [-3.5001, 2.9111, -0.0629], [-1.7760, 4.7405, 0.2509], [-0.3386, 2.8626, 1.2658], [-3.9824, 2.1962, 0.6098], [-3.3490, 2.4398, -1.0410], [-4.1341, 3.7860, -0.1904], [-1.1258, 5.0777, 1.0676], [-2.6438, 5.4011, 0.1746], [-1.2017, 4.8059, -0.6854], [-3.1982, 1.1551, 4.8534], [-1.3306, 2.2581, 6.3226], [-2.6239, 0.2227, 4.8859], [-0.8762, 1.2561, 6.3362], [-1.2045, 0.5230, 5.1146], [-2.7471, -0.3201, 3.9536], [-0.2884, 0.2396, 4.2036], [-0.5732, -0.5007, 3.2037], [0.2093, 1.3595, 6.4353], [0.7278, 0.6598, 4.3103], [-2.9940, -0.3810, 5.7211], [-1.2802, 0.7078, 7.1976], [-1.1553, -5.0441, 3.0499], [-0.7825, -3.9174, -0.1481], [-2.1146, -4.8806, 2.5353], [-1.8166, -4.1298, 0.1562], [-2.0208, -3.7946, 1.5643], [-2.8805, -4.6488, 3.2865], [-1.9543, -2.5388, 1.9650], [-1.6708, -1.5956, 1.1347], [-2.5093, -3.5670, -0.4805], [-2.1492, -2.3253, 3.0246], [-2.3777, -5.7896, 1.9925], [-2.0110, -5.2006, 0.0621], [0.4978, -0.5818, -3.5645], [1.7266, -0.3905, -4.1964], [0.5576, -0.1458, -6.3938], [1.4327, 0.3863, -5.4532], [0.2623, -1.1900, -6.3117], [0.0324, 0.6770, -7.3939], [2.4004, 0.1733, -3.5339], [1.8344, 1.7219, -5.5161], [-0.7027, 0.2532, -8.0787], [0.4174, 2.0177, -7.4621], [1.3430, 2.5347, -6.5413], [2.5127, 2.0984, -4.7434], [-0.0241, 2.6659, -8.2231], [1.6712, 3.5775, -6.5862], [-0.9242, -0.1105, -2.7077], [-0.1626, -1.4253, -1.2388], [-1.9856, -0.5069, -4.2815], [-0.6586, 1.7730, -2.6523], [-2.6326, -0.1813, -1.7548], [-1.7909, 0.2468, -5.0576], [-3.0729, -0.5468, -4.1496], [-1.6564, -1.4803, -4.6629], [-2.8700, -1.2437, -1.5728], [-3.4397, 0.2427, -2.3629], [-2.6234, 0.3333, -0.7768], [-0.1944, 2.0741, -3.6053], [0.0338, 2.0279, -1.8412], [-1.5729, 2.3778, -2.5499], [2.4394, 2.4128, 4.8272], [3.1659, 1.6975, 6.1445], [3.9505, 2.4789, 7.0419], [4.4900, 1.8947, 8.1791], [4.2838, 0.5343, 8.4462], [3.5546, -0.2519, 7.5407], [3.0078, 0.3055, 6.3915], [4.0668, 3.5458, 6.8365], [5.0807, 2.5075, 8.8529], [4.7009, 0.0759, 9.3437], [3.3973, -1.3136, 7.7467], [2.4431, -0.2872, 5.6782]], "forces_ev_per_a": [[-0.1400, -0.0255, 0.1575], [-0.0127, -0.1307, -1.4198], [-0.0023, 0.2782, 0.0411], [0.1560, -0.1510, -0.0422], [-0.1912, 0.0533, 0.0001], [0.1096, 0.7128, 0.9282], [0.1685, -0.3414, -0.5502], [-0.1255, -0.1551, 0.3567], [0.1283, 0.2126, -0.1703], [-0.1679, -0.0539, 0.0072], [0.1693, -0.3822, 0.1997], [-0.5608, -0.6039, -0.5072], [-0.2982, -0.0556, -0.0020], [-0.9845, -1.1430, 0.0123], [0.9108, 1.4507, 0.0752], [0.6035, -0.4044, -0.3744], [0.0256, 0.0058, 0.1261], [0.3569, 0.3425, 0.0105], [-0.3460, -0.0907, -0.1558], [0.1684, 0.1264, -0.1666], [0.1324, 0.0485, 0.2873], [0.0205, -0.0369, 0.1058], [-0.2459, -0.0354, -0.1910], [0.1772, -0.2004, 0.1448], [-0.2908, -0.1695, 0.1889], [0.1646, -0.1132, -0.0014], [0.1377, -0.3077, -0.1110], [0.2220, -0.0949, 0.4096], [0.1040, 0.2204, 0.2881], [0.1675, -0.0106, -0.7843], [0.0151, 0.0986, 0.0331], [-0.1807, 0.0342, 0.5356], [-0.3085, 0.2748, 0.0148], [-0.1533, 0.0235, -0.1316], [0.0500, 0.2111, 0.3495], [0.0031, 0.0709, -0.1547], [0.1350, 0.0585, -0.2365], [-0.2588, 0.0683, -0.2503], [-0.3699, 0.0106, 0.0285], [-0.0975, -0.0633, 0.4395], [0.2237, -0.2132, -0.3100], [0.0158, 0.9110, 0.3263], [0.1746, -0.1670, -0.2151], [0.5328, 0.5674, -1.2018], [-0.4212, -1.2437, 1.2960], [0.2868, -0.0385, 0.1990], [0.1942, -0.1653, -0.2541], [-0.0907, 0.1453, 0.2729], [0.0350, 0.2406, -0.1553], [-0.0135, -0.3310, 0.1659], [0.0862, -0.4071, 0.5242], [-0.1622, 0.4539, -0.4389], [0.3009, 0.3112, 0.3746], [-0.0935, 0.3499, 0.0168], [0.2418, -0.2103, 0.3451], [0.0249, 0.3184, -0.1479], [-0.2072, -0.2383, -0.5128], [0.2099, 0.2553, 0.0379], [0.1455, 0.1628, 0.1150], [-0.0744, -0.0389, 0.0228], [-0.2543, 0.0018, -0.3469], [0.2304, -0.1709, 0.2157], [-0.2448, -0.3278, -0.1107], [-2.1078, 1.2866, -2.9668], [0.9772, -0.6539, 2.1937], [0.2380, -0.2666, -0.3329], [0.3563, 0.1132, 0.0068], [0.0304, 0.1501, 1.2669], [0.1670, -0.2183, 0.0448], [0.2442, -0.0485, 0.0515], [-0.0540, 0.1058, -0.2301], [-0.1297, 0.2881, -0.0417], [0.1695, 0.0967, 0.1550], [-0.1864, -0.4069, -0.2020], [0.0250, -0.0697, 0.3398], [0.0795, 0.2297, -0.0114], [0.0835, -0.3296, 0.1221], [-1.3521, 0.9880, -2.1390], [0.8400, -0.7892, 1.4477], [-0.3624, -0.6817, 0.0930], [-0.1346, -0.2274, -0.2645], [-0.0116, -0.2117, -0.0977], [0.0612, 0.0909, 0.2633], [0.4351, 0.7856, 0.6918], [0.0003, -0.3960, 0.0281], [-0.0444, -0.1108, 0.0573], [-0.0888, 0.1454, -0.2309], [0.1248, 0.2527, -0.0135], [0.1073, -0.0199, 0.0595]], "mulliken_charge": [-1.317, 0.380, 0.318, 0.141, 0.306, 0.074, -1.520, 0.498, 0.318, 0.296, 0.395, 0.460, -0.313, -0.032, -0.227, 0.282, -0.897, -0.885, 0.526, 0.226, 0.201, 0.455, 0.362, 0.299, 0.330, 0.339, 0.305, -0.819, -0.692, 0.299, 0.115, 0.312, -0.462, 0.103, -0.019, 0.334, 0.302, 0.342, 0.264, -0.876, -0.675, 0.197, 0.324, 0.142, -0.376, 0.209, 0.274, 0.311, 0.330, -0.151, 0.182, -0.535, 0.530, 0.452, -0.764, 0.293, -0.472, 0.361, -0.499, -0.581, 0.338, 0.375, 0.380, 0.957, -0.389, -1.190, -0.887, -1.317, 0.210, 0.406, 0.267, 0.174, 0.565, -0.136, 0.324, 0.245, 0.268, -0.436, 0.195, -0.603, -0.289, -0.522, -0.398, -0.279, 0.326, 0.333, 0.332, 0.331, 0.347]}

---

Entry 2:
{"formula": "C29H48Cl2NOPPm", "method": "ωB97M-V/def2-TZVPD", "gap_ev": [3.685, 3.671], "homo_ha": [-0.05827, -0.05787], "e_lumo_ev": [2.10, 2.10], "charge": -1, "s_squared": 6.01, "spin_multiplicity": 5, "symbols": ["P", "C", "C", "C", "C", "C", "C", "C", "C", "C", "C", "C", "C", "C", "C", "C", "C", "C", "C", "H", "H", "H", "H", "H", "H", "H", "H", "H", "H", "H", "H", "H", "H", "H", "H", "H", "H", "H", "H", "H", "H", "H", "H", "H", "H", "H", "H", "H", "H", "H", "H", "H", "Pm", "Cl", "Cl", "C", "H", "C", "C", "C", "C", "C", "C", "H", "H", "H", "H", "H", "C", "N", "C", "C", "C", "O", "H", "H", "H", "H", "H", "H", "H", "H", "H"], "positions_angstrom": [[-0.7042, -0.3218, -0.8791], [-1.3586, 1.1498, -1.7515], [-2.1684, 0.8373, -2.9977], [-2.5190, 2.1473, -3.7223], [-3.2486, 3.1316, -2.8020], [-2.4429, 3.3984, -1.5273], [-2.1133, 2.0846, -0.8047], [-1.9278, -1.1942, 0.1456], [-3.1682, -1.5551, -0.6428], [-4.0732, -2.4698, 0.2034], [-4.4231, -1.8212, 1.5464], [-3.1592, -1.4204, 2.3159], [-2.2653, -0.5036, 1.4741], [-0.1708, -1.5201, -2.1781], [0.8752, -0.9047, -3.1170], [1.1864, -1.8588, -4.2770], [1.6348, -3.2328, -3.7662], [0.6040, -3.8289, -2.8029], [0.3017, -2.8762, -1.6386], [-0.4304, 1.6810, -2.0605], [-3.0942, 0.3098, -2.7232], [-1.6179, 0.1818, -3.6853], [-3.1260, 1.9290, -4.6082], [-1.5866, 2.6099, -4.0770], [-3.4459, 4.0697, -3.3323], [-4.2251, 2.7100, -2.5269], [-1.5018, 3.9050, -1.7844], [-2.9968, 4.0628, -0.8547], [-1.5340, 2.2828, 0.1070], [-3.0518, 1.6003, -0.4944], [-1.3794, -2.1129, 0.4204], [-3.5460, -3.4167, 0.3848], [-2.9144, -2.0548, -1.5893], [-3.7249, -0.6412, -0.9010], [-4.9842, -2.7116, -0.3559], [-5.0352, -2.5030, 2.1471], [-5.0316, -0.9247, 1.3642], [-3.4216, -0.9214, 3.2568], [-2.5874, -2.3231, 2.5779], [-1.3436, -0.2727, 2.0211], [-2.7797, 0.4505, 1.2940], [-1.1077, -1.6745, -2.7288], [0.5433, 0.0716, -3.4980], [1.8003, -0.6996, -2.5512], [0.2853, -1.9782, -4.8942], [1.9569, -1.4175, -4.9192], [2.5919, -3.1253, -3.2383], [1.8096, -3.9125, -4.6059], [0.9565, -4.7882, -2.4098], [-0.3288, -4.0280, -3.3483], [-0.4578, -3.3243, -0.9838], [1.2005, -2.7415, -1.0140], [1.5567, 0.1839, 0.3591], [1.0421, -1.8472, 1.6876], [1.9003, 2.0517, -1.3183], [0.5128, 1.7270, 1.5081], [0.4039, 2.5970, 0.8692], [0.1698, 1.7741, 2.8251], [0.0943, 0.6681, 3.7456], [-0.3229, 0.8911, 5.0359], [-0.6598, 2.1803, 5.4719], [-0.5787, 3.2579, 4.5747], [-0.1756, 3.0636, 3.2786], [0.3593, -0.3252, 3.3840], [-0.3865, 0.0528, 5.7260], [-0.8387, 4.2611, 4.9072], [-0.1097, 3.8738, 2.5641], [-0.9820, 2.3462, 6.4960], [6.8739, 0.3889, 1.8757], [5.4767, 0.0364, 2.1396], [5.1432, -0.6332, 3.4175], [4.5111, 0.3152, 1.2786], [4.7354, 1.0068, -0.0478], [3.3272, -0.0111, 1.5890], [7.5250, 0.0943, 2.6998], [6.9532, 1.4762, 1.7439], [7.2116, -0.1256, 0.9659], [4.4439, -0.0114, 3.9873], [4.6900, -1.6099, 3.2149], [6.0426, -0.7860, 4.0244], [4.3386, 0.3814, -0.8744], [4.2084, 1.9781, -0.0426], [5.7827, 1.2096, -0.2538]], "forces_ev_per_a": [[-0.0346, -0.0013, 0.3193], [0.2001, -0.1591, -0.3360], [-0.4283, 0.3910, -0.3690], [-0.0502, -0.1067, -0.0427], [0.0939, -0.0174, 0.0083], [-0.0147, -0.1852, 0.0191], [-0.2122, 0.2554, 0.0114], [-0.1825, -0.1618, -0.3309], [-0.7571, -0.5111, 0.2716], [-0.0597, 0.1128, -0.1811], [0.1035, -0.0213, 0.0274], [-0.0195, 0.0426, -0.1217], [0.1013, 0.0178, 0.1038], [-1.0760, 0.0456, -0.3148], [-0.0293, -0.0394, -0.0242], [0.0452, 0.0346, 0.1068], [-0.0912, 0.0851, 0.0674], [0.0275, 0.1036, 0.0712], [0.0070, 0.0183, -0.0363], [-0.5011, -0.3016, 0.1698], [0.1280, 0.1051, -0.0980], [-0.1046, 0.1146, 0.1310], [0.0214, 0.0680, 0.0203], [-0.0996, -0.0468, 0.0461], [-0.0030, -0.0586, 0.0033], [0.0579, 0.0155, -0.0136], [-0.1133, -0.0595, 0.0402], [0.0550, -0.0413, -0.0757], [-0.0453, -0.1904, -0.2281], [0.0699, 0.1116, -0.0576], [-0.1707, 0.2083, -0.0995], [-0.0331, 0.0828, -0.0110], [-0.0518, 0.0729, 0.1599], [0.0825, -0.1493, 0.0689], [0.0076, -0.0305, 0.0650], [0.0070, 0.0284, -0.0490], [0.0452, -0.0542, 0.0007], [0.0530, -0.0663, -0.1340], [-0.0727, 0.1082, -0.0205], [-0.2921, 0.0160, -0.2253], [0.0970, -0.1583, 0.0596], [0.2174, -0.4190, -0.5318], [0.1255, -0.2397, 0.1097], [-0.1787, -0.0489, -0.1439], [0.0638, 0.0068, 0.0555], [-0.0500, -0.0636, 0.0265], [-0.0592, 0.0102, -0.0363], [0.0054, 0.0179, 0.0202], [-0.0043, 0.0394, -0.0537], [0.0780, 0.0050, 0.0253], [0.1909, 0.1115, -0.1266], [-0.2276, -0.0512, -0.1398], [0.0019, 1.6473, -0.3469], [-0.5626, -2.6099, 0.9315], [0.5737, 1.3129, -1.8170], [0.7995, -1.8620, -2.3364], [-0.0398, 0.5405, 0.3969], [-0.5415, 0.4719, 0.9443], [0.1288, 0.5379, -0.4531], [-0.0265, 0.3464, 0.1818], [-0.0980, 0.0575, 0.3116], [-0.1077, 0.0204, 0.3727], [-0.4374, 0.1687, 1.3263], [-0.0968, 0.3389, 0.3119], [-0.0238, 0.0550, 0.0163], [-0.0270, -0.0573, 0.0888], [-0.0328, 0.1159, 0.0951], [0.0184, -0.0177, -0.0676], [-0.2152, 0.1953, -0.4378], [1.3726, -0.2039, 0.8895], [-0.2461, 0.1082, -0.2231], [-2.1991, -0.4192, 0.2164], [0.5149, 0.0381, 0.0953], [4.3246, 0.2479, 1.1740], [-0.3047, -0.0268, -0.0460], [0.1997, -0.2773, -0.0315], [0.1156, 0.2339, 0.2191], [-0.0111, -0.2501, -0.1725], [-0.0865, 0.2828, 0.0815], [-0.0812, 0.1673, -0.3895], [0.0745, 0.4437, 0.5453], [0.0009, -0.5783, -0.0416], [0.0911, -0.0744, -0.0425]], "mulliken_charge": [0.095, 0.612, -0.443, -0.984, -0.743, -0.908, -0.451, -0.097, -0.719, -0.929, -0.768, -0.746, 0.651, -0.188, -0.086, -0.920, -0.632, -0.883, -0.337, 0.415, 0.138, 0.236, 0.427, 0.362, 0.410, 0.323, 0.383, 0.399, -0.350, 0.242, 0.806, 0.373, 0.232, 0.148, 0.416, 0.432, 0.319, 0.398, 0.380, -1.485, 0.369, 0.615, 0.399, -0.203, 0.330, 0.396, 0.259, 0.390, 0.409, 0.344, 0.217, 0.085, 0.123, -0.555, -0.588, -0.750, 0.235, 1.270, 0.039, -0.986, -0.541, -0.446, -0.889, 0.185, 0.340, 0.330, 0.348, 0.348, -0.985, 0.119, -0.736, 0.651, -1.020, -0.318, 0.271, 0.342, 0.335, 0.287, 0.267, 0.270, 0.185, 0.253, 0.475]}